The ion C3H3N2O with charge +1 in a non-equilibrium geometry. Source: OMol25; level of theory: the ωB97M-V functional and the def2-TZVPD basis.

```
9
Properties=species:S:1:pos:R:3:forces:R:3:nbo_charge:R:1
C -0.63194 -0.44225 -0.18408 0.791 -0.941 1.628 0.54
C -1.00888 -1.64630 1.97379 -0.732 0.537 -0.591 0.89
C -0.30070 -1.59975 0.80716 2.531 0.358 -0.563 -0.40
N -1.20588 -1.50067 -0.41039 -1.043 -1.626 -1.043 -0.26
N -0.30075 0.77736 -0.44416 -0.227 -0.152 -0.029 -0.74
O -1.74921 -1.64170 2.79937 -0.690 -0.205 1.558 -0.22
H 0.69653 -2.13404 0.90847 -1.247 0.616 -0.815 0.30
H 0.34019 1.20392 0.17052 0.709 0.891 0.388 0.44
H -0.58906 1.18301 -1.30692 -0.091 0.522 -0.533 0.45
```
Forces are in eV/Å.

Computed properties:
HOMO = -15.9 eV
Charge = +1
LUMO = -5.27 eV



A structure of composition C22H35IrN2P in a non-equilibrium geometry. Source: OMol25; level of theory: the ωB97M-V functional and the def2-TZVPD basis.

```
61
Properties=species:S:1:pos:R:3:forces:R:3:nbo_charge:R:1
C -2.55303 0.78692 -3.57878 -0.234 -0.031 0.063 -0.07
C -2.09232 -0.39789 -3.04440 0.210 -0.420 0.124 -0.23
C -1.07550 -0.44994 -2.07383 -0.788 -0.061 -1.261 0.01
C -0.76926 0.78758 -1.43651 -0.036 -0.706 -0.121 -0.10
C -1.06627 1.99811 -2.11621 -0.942 0.331 -1.525 -0.06
C -1.98136 1.99088 -3.16217 0.330 0.856 0.316 -0.20
C -0.52747 -1.84729 -1.99453 0.905 -1.172 0.115 -0.48
C 0.78814 -2.31689 -1.33978 0.335 -0.840 0.265 -0.20
N 2.15626 -2.09092 -1.91097 -0.947 0.999 0.728 -0.45
Ir -0.38859 1.28816 0.50165 0.124 -1.771 0.361 0.57
C -0.30711 3.23497 -1.74459 0.483 0.785 0.442 -0.75
P 0.97311 2.68673 -0.51630 1.631 2.465 -1.940 1.04
H -2.43434 -1.34695 -3.46488 0.043 0.340 0.086 0.24
H -2.24503 2.91871 -3.68204 0.135 -0.315 0.288 0.25
H -3.30098 0.76526 -4.37043 0.226 0.078 0.137 0.25
H -0.89669 4.06022 -1.31306 -0.064 -0.364 -0.199 0.27
H 0.20808 3.62673 -2.63285 -0.185 0.059 0.138 0.27
H -1.28338 -2.46252 -1.48004 0.017 0.124 -0.125 0.24
H -0.51735 -2.25124 -3.02562 -0.155 0.342 0.399 0.26
H 0.75773 -2.00630 -0.27952 0.174 0.047 -0.305 0.16
C 1.51236 4.06817 0.51257 0.149 0.275 -0.014 -0.96
C 2.36862 2.36605 -1.68890 -0.079 -0.528 0.193 -0.94
H 0.71560 -3.43020 -1.32753 -0.377 0.661 0.176 0.22
C 2.24529 -1.20171 -3.08013 -0.075 0.143 0.060 -0.41
C 3.07084 -1.72296 -0.81213 0.227 0.325 -0.154 -0.40
H -1.87200 1.91008 1.15509 -0.917 -0.103 -0.250 0.02
H 2.53719 -1.73014 -4.00416 -0.095 0.105 0.436 0.22
H 1.27179 -0.70888 -3.27840 0.426 -0.103 -0.011 0.17
H 2.99703 -0.40888 -2.89483 -0.342 -0.363 -0.184 0.19
H 4.00034 -2.31121 -0.81645 -0.276 0.195 -0.126 0.22
H 3.33727 -0.64593 -0.88701 0.033 -0.433 0.140 0.16
H 2.59206 -1.86434 0.17177 0.257 -0.082 -0.399 0.19
H 2.82775 3.30747 -2.02676 -0.234 -0.127 0.380 0.27
H 3.13255 1.72496 -1.22946 -0.144 0.219 -0.182 0.26
H 1.98070 1.87183 -2.59415 0.065 -0.030 0.436 0.26
H 1.91116 4.89848 -0.08678 -0.048 -0.202 0.213 0.27
H 0.65686 4.40921 1.10583 0.226 0.022 -0.058 0.26
H 2.29382 3.69458 1.19607 -0.249 0.254 -0.254 0.26
H -1.26138 2.43809 1.42856 0.109 1.005 0.298 0.05
C -2.71470 -2.73197 3.17233 -0.501 -1.123 0.016 -0.48
N -2.60648 -1.64452 2.25828 0.954 0.823 1.091 0.05
C -3.43541 -0.49950 2.49805 -0.991 0.113 -0.198 -0.47
C -1.38260 -1.50787 1.49762 -0.217 -1.133 -1.516 -0.31
C -0.17342 -1.04708 2.27037 0.541 0.160 1.231 -0.12
C 0.41829 -1.82463 3.26578 -0.560 -0.454 -0.219 -0.19
C 1.49454 -1.34183 4.01185 0.058 0.027 -0.155 -0.17
C 2.04104 -0.09546 3.69376 0.201 0.535 -0.086 -0.17
C 1.50578 0.67740 2.65783 -0.234 -0.690 0.423 -0.23
C 0.36566 0.21458 2.00244 -0.211 -0.808 -0.151 -0.23
H -3.77541 -2.89780 3.38972 0.238 -0.086 0.047 0.26
H -2.19949 -2.53289 4.12757 -0.067 0.288 -0.230 0.28
H -2.26319 -3.63406 2.73819 -0.167 0.249 0.121 0.25
H -2.96105 0.22375 3.18085 0.207 -0.290 -0.081 0.27
H -3.64846 0.01681 1.55506 0.081 -0.112 0.142 0.25
H -4.36870 -0.84901 2.96034 0.253 0.294 -0.168 0.26
H -1.19230 -2.51827 1.07565 -0.017 0.468 0.177 0.25
H -1.58144 -0.81341 0.64955 0.066 -0.453 0.604 0.23
H -0.00307 -2.82501 3.42533 0.469 0.324 0.249 0.22
H 1.92096 -1.94409 4.82006 -0.156 0.248 -0.370 0.25
H 2.88910 0.30823 4.24680 -0.155 -0.294 -0.067 0.25
H 1.90790 1.62763 2.32421 0.289 -0.064 0.450 0.22
```
Forces are in eV/Å.

Computed properties:
HOMO (spin up / spin down) = -13.1 / -13.1 eV
Multiplicity = 6
Charge = +2
LUMO (spin up / spin down) = -5.22 / -9.14 eV



A structure of composition C12H34BCaCl4KN2NbO10 in a non-equilibrium geometry. Source: OMol25; level of theory: the ωB97M-V functional and the def2-TZVPD basis.

```
66
Properties=species:S:1:pos:R:3:forces:R:3:lowdin_charge:R:1
C 1.92964 -0.80355 -1.47177 0.729 -0.366 0.246 -0.28
C 2.37257 -1.84381 -2.47788 0.727 0.168 1.310 -0.31
O 2.88541 -1.22615 -3.61858 0.259 -0.265 -1.301 -0.04
B 2.23388 -1.63237 -4.79533 -0.486 -0.195 1.391 -0.68
O 2.96197 -2.22298 -5.79653 -0.124 0.581 -0.573 0.09
Nb -0.06805 -1.22987 -5.04517 -3.273 3.899 -0.625 1.34
O 0.32114 0.51206 -6.04346 0.744 -1.486 1.670 -0.51
O -2.10736 -1.10139 -4.86520 2.371 -0.414 0.641 -0.46
H 0.95201 -0.39600 -1.68617 -0.105 0.479 -0.037 0.01
H 2.74914 -0.00249 -1.41055 -0.833 -0.577 -0.382 0.02
H 1.87199 -1.30626 -0.45702 -0.816 -1.578 -2.854 -0.11
H 3.19714 -2.37625 -2.00980 0.236 -0.297 -0.001 0.12
H 1.60541 -2.58263 -2.66170 -0.417 0.007 -0.259 0.07
H 3.62591 -1.62374 -6.15458 0.485 -0.235 0.022 0.10
H -0.12629 -2.12388 -6.73505 -0.422 0.062 -3.498 -0.18
H -0.17069 -2.78897 -4.08413 0.420 0.009 -0.005 -0.08
H 0.05408 -0.24441 -3.51577 0.146 -0.631 -0.567 0.02
H 1.06907 0.95198 -5.62401 0.045 0.468 -0.132 -0.02
H -2.30748 -1.25929 -3.93651 -0.635 -0.216 0.067 -0.05
C -1.86392 3.37553 -1.65325 -0.372 -0.267 -0.217 -0.15
C -1.44785 1.92043 -1.75648 -0.158 0.186 0.386 -0.29
O -0.03689 1.82379 -2.00891 0.033 0.168 -0.414 -0.19
H -1.62010 3.91245 -2.57919 -0.210 -0.097 0.092 0.07
H -2.93050 3.46488 -1.46503 -0.015 0.087 0.040 0.11
H -1.33062 3.87072 -0.84512 -1.931 -0.456 0.296 -0.03
H -1.97073 1.43754 -2.57787 0.234 -0.113 -0.123 0.12
H -1.67786 1.37978 -0.83660 -0.078 -0.042 -0.050 0.10
H 0.41922 2.23932 -1.27031 0.090 -1.218 0.316 -0.04
Ca 2.40847 -0.15472 0.74775 0.699 2.379 3.109 0.99
O -1.31919 6.49148 -1.86735 0.448 -0.254 -0.434 -0.07
H -2.16751 6.88392 -2.09650 -0.138 -0.027 0.333 0.07
H -0.68666 7.00114 -2.38423 -0.070 0.263 0.116 0.05
C -2.97193 -4.20399 -1.34295 0.053 -0.011 0.016 -0.10
C -1.47292 -4.46266 -1.43904 -0.283 0.012 -0.126 -0.26
C -0.67843 -3.80622 -0.30376 0.086 -0.374 -0.200 -0.17
C -0.76881 -2.35073 -0.33870 -0.136 -0.317 0.148 -0.21
N -0.85174 -1.20756 -0.36772 -0.073 0.310 0.059 0.19
H -3.20008 -3.14008 -1.42404 0.004 0.019 0.037 0.07
H -3.49534 -4.71566 -2.14901 -0.031 -0.005 -0.020 0.07
H -3.37355 -4.56831 -0.39543 -0.018 0.031 0.003 0.08
H -1.10503 -4.10848 -2.40321 0.097 0.030 0.027 0.07
H -1.29395 -5.53817 -1.40555 0.105 0.006 0.071 0.11
H 0.37276 -4.09279 -0.38302 0.048 0.125 0.056 0.12
H -1.03029 -4.16596 0.66440 -0.022 0.140 0.062 0.13
C -0.04704 2.83420 4.02526 0.080 -0.304 0.347 -1.54
Cl 0.51214 4.15503 5.03893 0.000 -0.001 -0.076 0.55
Cl 0.67333 2.92818 2.40127 0.090 0.212 -0.495 0.40
Cl 0.36943 1.26515 4.69094 -0.039 -0.175 0.311 0.54
H -1.12092 2.90877 3.92999 -0.029 0.087 -0.135 0.02
Cl -0.47850 -1.34020 -7.98136 0.310 -1.696 1.790 0.25
C 1.02610 -2.95371 8.30758 0.495 -0.182 0.552 -0.13
C 1.85723 -2.02751 7.39055 -1.456 0.672 -0.145 -0.73
C 1.96425 -0.64627 8.07773 0.527 -0.160 0.566 -0.13
O 1.22219 -1.89060 6.19647 0.621 -0.157 -0.404 -0.37
H 0.01933 -2.55987 8.45999 -0.015 0.126 -0.171 0.06
H 0.94333 -3.95264 7.87533 -0.011 0.028 -0.139 0.05
H 1.49661 -3.06005 9.29833 -0.038 -0.051 0.020 0.05
H 2.89633 -2.44964 7.38847 -0.014 -0.035 -0.292 0.10
H 0.97833 -0.20044 8.22552 -0.106 -0.105 -0.147 0.06
H 2.56592 0.03913 7.47698 -0.036 -0.037 -0.127 0.05
H 2.44499 -0.72765 9.06651 0.003 0.079 -0.005 0.05
K 0.50282 4.37158 -1.16642 2.001 2.054 0.318 0.81
N -1.69994 7.33579 1.39510 -0.002 -0.054 -0.227 -0.66
O -0.76802 6.52701 1.65146 0.109 -0.194 -0.207 -0.13
O -1.43064 8.50739 1.07417 0.035 -0.051 0.001 -0.08
O -2.88330 6.95069 1.44754 0.061 -0.043 -0.033 -0.08
```
Forces are in eV/Å.

Computed properties:
HOMO = -3.0 eV
Charge = -1
LUMO = -1.42 eV



The ion C11H21N2O2P2 with charge +1 in a non-equilibrium geometry. Source: OMol25; level of theory: the ωB97M-V functional and the def2-TZVPD basis.

```
38
Properties=species:S:1:pos:R:3:forces:R:3:nbo_charge:R:1
C -2.23514 3.12756 2.00304 4.847 -0.141 -8.742 -0.27
C -1.66033 3.24762 0.70270 -3.857 -1.488 8.000 -0.08
C -1.12821 3.34188 -0.85710 0.391 1.410 1.232 -0.47
C 0.39449 2.67957 -1.06239 -0.209 1.075 -0.688 -0.42
C 0.37580 1.19591 -1.75021 0.230 0.612 -1.055 -0.76
P 0.27610 -0.28091 -0.55662 -1.568 0.344 1.237 1.31
C 0.05399 0.14714 1.28659 -0.534 -0.157 2.207 -0.85
C 1.35045 0.92909 1.97063 0.804 1.577 3.068 0.09
N 1.44984 1.25602 3.30914 0.164 -1.272 -6.010 -0.55
N -1.10074 -1.29751 -1.10942 1.702 -1.228 1.316 -0.78
C -0.91716 -1.77587 -2.53103 0.465 0.521 -2.469 -0.46
C -1.41778 -2.41164 -0.14096 0.164 -5.472 1.770 0.69
C -2.52048 -2.05956 1.05309 1.191 0.468 0.226 -0.73
O -0.94364 -3.65930 -0.16681 -2.459 7.896 -0.726 -0.53
P 2.13969 -1.45287 -0.76287 2.678 -0.821 -0.115 0.79
C 2.13132 -2.95574 0.47510 -0.492 -0.188 0.593 -0.94
O 3.50700 -0.48233 -0.18114 -2.499 0.382 -0.974 -0.94
H -2.37785 2.75746 3.12876 0.339 1.261 -3.123 0.31
H -1.89846 2.96990 -1.65474 1.374 0.423 1.826 0.25
H -0.98307 4.50817 -1.06789 -0.412 -2.584 0.561 0.27
H 0.91620 3.40354 -1.85544 -1.093 -1.743 1.679 0.25
H 1.02973 2.77575 -0.08476 -1.368 -0.392 -1.815 0.25
H 1.35072 1.02330 -2.41980 -2.011 0.317 1.577 0.28
H -0.52718 1.15963 -2.51393 1.753 -0.171 1.711 0.29
H -0.00514 -0.89841 1.86372 0.185 2.063 -1.418 0.29
H -0.98262 0.67863 1.54557 2.402 -0.784 -0.750 0.32
H 2.24280 1.26768 1.28039 -1.953 -0.953 1.073 0.18
H 2.39248 1.74272 3.40486 -1.448 -0.721 -0.110 0.36
H -0.91493 -2.93687 -2.67356 -0.047 2.292 0.675 0.27
H 0.10608 -1.36617 -2.96160 -2.023 -1.005 0.797 0.21
H -1.76084 -1.28018 -3.21206 1.708 -1.233 1.627 0.24
H -3.55642 -2.57881 0.89157 2.136 0.983 -0.056 0.29
H -2.05690 -2.50215 2.05030 -1.022 0.922 -2.128 0.26
H -2.64502 -0.88290 1.16304 0.116 -2.641 -0.329 0.23
H 3.11422 -2.93085 1.11708 -1.848 0.004 -1.442 0.29
H 2.05600 -3.92683 -0.21298 0.220 2.265 1.604 0.29
H 1.20985 -2.92662 1.20567 1.877 -0.149 -1.482 0.25
H 3.53518 0.39397 -0.67596 0.097 -1.669 0.651 0.50
```
Forces are in eV/Å.

Computed properties:
HOMO = -12.4 eV
Charge = +1
LUMO = -3.97 eV



The ion C6H12N with charge +1 in a non-equilibrium geometry. Source: OMol25; level of theory: the ωB97M-V functional and the def2-TZVPD basis.

```
19
Properties=species:S:1:pos:R:3:forces:R:3:nbo_charge:R:1
C -0.40267 -0.25129 0.12495 12.133 -1.959 1.519 0.19
C -1.18054 0.20346 1.24317 -0.239 1.140 -0.473 -0.30
C 1.55450 1.24359 -0.59406 -0.538 -2.143 -1.458 -0.60
C 1.94808 -0.76388 0.84192 -0.044 0.242 -1.102 -0.60
C -2.67226 -0.51554 -0.95029 -1.292 0.337 -1.220 -0.44
C 1.14499 -0.27911 -0.35224 -2.829 2.168 1.324 -0.20
N -1.64670 -0.18981 -0.11247 -8.240 2.385 1.057 -0.08
H -1.44976 -0.41109 2.11117 -0.473 -0.042 -0.361 0.29
H -1.14735 1.33802 1.50667 -0.094 -1.617 -0.636 0.31
H 1.84676 1.75612 0.30999 0.306 -0.097 0.147 0.23
H 0.68981 1.72836 -1.02577 0.101 0.510 -0.328 0.20
H 2.33075 1.10995 -1.35880 0.131 0.948 0.402 0.24
H 1.61540 -0.24867 1.73081 -0.020 -0.099 0.375 0.21
H 2.97947 -0.48266 0.64737 0.201 -0.185 0.163 0.23
H 1.84560 -1.82167 0.88271 0.142 -0.887 0.648 0.23
H -2.24846 -1.30316 -1.60254 -1.004 -0.231 0.133 0.27
H -2.68594 0.38041 -1.67218 -0.310 -0.633 0.342 0.31
H -3.73286 -0.57047 -0.49247 1.983 -0.250 -0.679 0.29
H 1.21118 -0.92253 -1.23798 0.085 0.412 0.147 0.24
```
Forces are in eV/Å.

Computed properties:
HOMO (spin up / spin down) = -11.4 / -15.3 eV
Multiplicity = 3
Charge = +1
LUMO (spin up / spin down) = -2.98 / -8.65 eV